Entry 1:
C4H10N2 | ωB97M-V/def2-TZVPD

The geometry in ORCA input format:
```
! wB97M-V def2-TZVPD RIJCOSX def2/J DEFGRID3
* xyz 0 1
C -0.169 -0.101 -0.560
C -0.181 1.381 -0.701
C -0.395 -1.005 -1.695
C 0.503 0.446 1.679
N -0.033 -1.813 1.141
N 0.061 -0.568 0.755
H -1.081 1.910 -0.368
H -0.075 1.762 -1.727
H 0.667 1.953 -0.233
H -1.446 -1.450 -1.839
H 0.295 -1.942 -1.646
H 0.019 -0.686 -2.565
H 0.742 -0.069 2.523
H 1.332 0.914 1.235
H -0.405 1.132 1.889
H 0.167 -1.862 2.112
*
```

## Properties
E_tot, eV: -7286.9716
LUMO energy, eV: 0.883
Energy relative to the best compared isomer or geometry (same formula, charge and spin), kcal/mol: 84.12

Atomic partial charges in e from the Löwdin method, atoms 1 to 2: -0.2943, -0.1007

Entry 2:
C9H14O | ωB97M-V/def2-TZVPD

The geometry in ORCA input format:
```
! wB97M-V def2-TZVPD RIJCOSX def2/J DEFGRID3
* xyz 0 1
C -1.825 0.672 -3.440
C -1.332 0.683 -2.008
C 0.017 0.854 -1.716
C 0.467 1.001 -0.415
C -0.483 1.087 0.599
O -0.140 1.477 1.864
C -1.821 0.892 0.321
C -2.232 0.533 -0.956
H -1.335 -0.165 -3.945
H -1.532 1.575 -3.975
H -2.900 0.544 -3.511
H 0.721 0.799 -2.541
H 1.512 1.089 -0.142
H 0.813 1.527 1.962
H -2.471 0.840 1.184
H -3.252 0.296 -1.216
C 1.710 -1.573 2.945
C 2.196 -1.862 1.519
H 1.484 -0.528 3.117
H 0.962 -2.275 3.315
H 2.557 -1.737 3.625
H 3.265 -1.687 1.407
H 1.926 -2.861 1.182
H 1.695 -1.182 0.825
*
```

## Properties
E_tot, eV: -11607.1785
Structure (SMILES): Cc1ccc(O)cc1.CC
LUMO energy, eV: 0.897
Energy relative to the best compared isomer or geometry (same formula, charge and spin), kcal/mol: 10.57

Atomic partial charges in e from the Löwdin method, atoms 1 to 2: -0.0554, -0.2915

Entry 3:
C9H4Cl3N2O3PdS5Sb | ωB97M-V/def2-TZVPD

The geometry in ORCA input format:
```
! wB97M-V def2-TZVPD RIJCOSX def2/J DEFGRID3
* xyz -2 1
Pd 0.420 -2.301 0.626
S 3.062 -1.232 4.185
Sb 2.477 -3.055 2.983
S 2.657 -2.751 0.584
S 0.158 -3.515 2.524
S 3.533 -4.983 3.586
O 1.523 -0.250 -2.782
C 1.033 0.173 -1.751
N 0.610 -0.535 -0.679
S -0.092 0.367 0.471
O -1.514 0.074 0.556
O 0.637 0.385 1.704
C 0.222 1.932 -0.299
C 0.083 3.217 0.184
C 0.567 4.255 -0.604
C 1.176 3.997 -1.830
C 1.327 2.694 -2.286
C 0.849 1.663 -1.497
H -0.380 3.403 1.144
H 0.479 5.276 -0.252
H 1.552 4.823 -2.422
H 1.819 2.458 -3.221
Cl -4.778 -3.609 1.163
C -4.007 -2.554 0.045
Cl -4.410 -0.906 0.191
Cl -4.875 -3.107 -1.785
C -2.616 -2.836 -0.168
N -1.513 -3.084 -0.370
*
```

## Properties
E_tot, eV: -120283.2394
LUMO energy, eV: 2.440
Energy relative to the best compared isomer or geometry (same formula, charge and spin), kcal/mol: 44.51

Atomic partial charges in e from the Löwdin method, atoms 1 to 2: 0.1752, -0.3272

Entry 4:
C5H10IN | ωB97M-V/def2-TZVPD

The geometry in ORCA input format:
```
! wB97M-V def2-TZVPD RIJCOSX def2/J DEFGRID3
* xyz 0 1
C -1.174 -1.187 0.306
C 2.053 0.591 1.092
C -1.360 0.752 -1.356
C 1.382 0.043 -0.179
C -0.955 0.247 -0.007
N -1.532 -1.979 -0.610
I -1.065 1.423 1.711
H -1.091 -1.587 1.365
H 2.230 1.629 0.959
H 1.443 0.398 2.043
H 3.165 0.220 1.003
H -0.455 0.932 -1.996
H -2.043 -0.021 -1.622
H -1.785 1.640 -1.144
H 1.292 -0.982 -0.379
H 1.724 0.706 -0.973
H -1.828 -2.825 -0.213
*
```

## Properties
E_tot, eV: -14933.9327
LUMO energy (spin up / spin down), eV: 0.131 / 0.130
Energy relative to the best compared isomer or geometry (same formula, charge and spin), kcal/mol: 61.30

Atomic partial charges in e from the Löwdin method, atoms 1 to 2: -0.3803, -0.2335

Entry 5:
C21H25ClN2O2 | ωB97M-V/def2-TZVPD

The geometry in ORCA input format:
```
! wB97M-V def2-TZVPD RIJCOSX def2/J DEFGRID3
* xyz 0 1
C -5.631 -1.833 1.649
C -5.757 -1.425 0.186
C -4.964 -0.151 -0.113
C -5.260 0.410 -1.516
C -6.614 1.105 -1.602
C -3.470 -0.452 -0.054
O -2.989 -1.519 -0.348
N -2.737 0.646 0.318
C -1.359 0.782 0.398
C -0.480 -0.296 0.348
C 0.893 -0.099 0.416
C 1.780 -1.305 0.382
O 1.502 -2.341 0.948
N 2.903 -1.142 -0.357
C 3.945 -2.137 -0.419
C 5.118 -1.787 0.514
C 5.647 -0.418 0.193
C 6.484 -0.221 -0.899
C 6.920 1.049 -1.233
C 6.521 2.141 -0.481
C 5.690 1.955 0.611
C 5.257 0.684 0.944
C 1.408 1.185 0.564
C 0.547 2.265 0.643
C -0.817 2.064 0.554
Cl -1.876 3.441 0.644
H -6.003 -1.046 2.303
H -6.204 -2.736 1.840
H -4.591 -2.029 1.899
H -5.371 -2.226 -0.446
H -6.809 -1.270 -0.058
H -5.211 0.613 0.633
H -4.481 1.128 -1.787
H -5.216 -0.409 -2.236
H -6.666 1.931 -0.895
H -7.425 0.416 -1.384
H -6.766 1.502 -2.603
H -3.241 1.512 0.471
H -0.867 -1.296 0.248
H 3.104 -0.241 -0.761
H 3.497 -3.085 -0.112
H 4.298 -2.216 -1.451
H 5.898 -2.539 0.387
H 4.765 -1.820 1.546
H 6.799 -1.071 -1.488
H 7.573 1.187 -2.082
H 6.860 3.133 -0.742
H 5.380 2.803 1.205
H 4.615 0.540 1.802
H 2.471 1.352 0.649
H 0.932 3.264 0.772
*
```

## Properties
E_tot, eV: -41782.3655
Structure (SMILES): CCC(CC)C(=O)Nc1cc(C(=O)NCCc2ccccc2)ccc1Cl
LUMO energy, eV: 0.644
Energy relative to the best compared isomer or geometry (same formula, charge and spin), kcal/mol: 3.73

Atomic partial charges in e from the Löwdin method, atoms 1 to 2: -0.0906, -0.2169

Entry 6:
CH3NO3S | ωB97M-V/def2-TZVPD

The geometry in ORCA input format:
```
! wB97M-V def2-TZVPD RIJCOSX def2/J DEFGRID3
* xyz 0 1
N 1.439 -1.392 -0.464
O 1.344 0.061 -0.377
S 0.350 0.910 -1.269
O -1.121 0.329 -0.615
C -1.484 0.967 0.571
O -0.771 1.648 1.222
H 0.646 -1.711 0.126
H 2.279 -1.591 -0.053
H -2.682 0.780 0.858
*
```

## Properties
E_tot, eV: -19550.0718
Structure (SMILES): NOSOC=O
LUMO energy, eV: 0.550
Energy relative to the best compared isomer or geometry (same formula, charge and spin), kcal/mol: 74.78

Atomic partial charges in e from the Löwdin method, atoms 1 to 2: 0.0410, -0.5918